The following is a quantum chemistry calculation of the molecule C3H7N3O at a distorted geometry, from the Open Molecules 2025 dataset.

The geometry in ORCA input format:
```
! RIJCOSX wB97M-V def2-TZVPD def2/J DEFGRID3
* xyz 0 1
C 1.358 0.962 -0.583
N 0.693 -0.126 -1.187
C 0.163 -0.633 -0.080
N 0.359 -1.894 0.320
C -1.101 -0.031 0.572
N -1.656 0.992 -0.118
O -1.600 -0.562 1.550
H 2.343 0.734 -0.171
H 0.873 0.751 0.593
H 1.420 1.894 -1.197
H -0.161 -2.221 1.122
H 1.226 -2.343 0.069
H -1.344 1.177 -1.060
H -2.573 1.300 0.170
*
```

The HOMO energy comes out at -8.292 eV. The energy above the lowest of the compared OMol25 structures with the same formula, charge and spin comes out at 286.3 kJ/mol. For the total energy, the calculation gives -357.9408 a.u. Its structure (SMILES) is C/N=C(/N)C(N)=O.

The following is a quantum chemistry calculation of the molecule C3H7N3O, from the Open Molecules 2025 dataset.

The geometry in ORCA input format:
```
! RIJCOSX wB97M-V def2-TZVPD def2/J DEFGRID3
* xyz 0 1
H 0.690 3.605 -1.188
N 0.843 2.675 -1.569
C 0.184 1.814 -0.898
N 0.179 0.481 -1.254
C -0.469 -0.542 -0.500
O -1.404 -1.197 -0.910
N 0.114 -0.698 0.725
C -0.235 -1.814 1.580
H -0.451 2.028 -0.026
H 0.486 0.244 -2.197
H 1.044 -0.317 0.826
H -1.317 -1.957 1.572
H 0.092 -1.579 2.595
H 0.245 -2.744 1.245
*
```

The HOMO energy comes out at -9.531 eV. The energy above the lowest of the compared OMol25 structures with the same formula, charge and spin comes out at 45.1 kJ/mol. For the total energy, the calculation gives -358.0327 a.u. Its structure (SMILES) is [H]/N=C/NC(=O)NC.

The following is a quantum chemistry calculation of the molecule C3H7N3O at a distorted geometry, from the Open Molecules 2025 dataset.

The geometry in ORCA input format:
```
! RIJCOSX wB97M-V def2-TZVPD def2/J DEFGRID3
* xyz 0 1
H 1.510 1.301 1.011
N 1.129 2.106 0.499
C 0.533 1.712 -0.581
C 0.401 0.265 -0.983
O 0.834 -0.063 -2.083
N -0.220 -0.608 -0.086
C -0.717 -0.268 1.242
N -0.245 -1.992 -0.428
H 0.092 2.429 -1.291
H 0.073 -0.473 1.971
H -1.594 -0.881 1.470
H -1.003 0.784 1.299
H -1.175 -2.199 -0.802
H 0.379 -2.112 -1.239
*
```

The HOMO energy comes out at -9.266 eV. The energy above the lowest of the compared OMol25 structures with the same formula, charge and spin comes out at 211.8 kJ/mol. For the total energy, the calculation gives -357.9692 a.u. Its structure (SMILES) is [H]/N=C\C(=O)N(C)N.

The following is a quantum chemistry calculation of the molecule C3H7N3O at a distorted geometry, from the Open Molecules 2025 dataset.

The geometry in ORCA input format:
```
! RIJCOSX wB97M-V def2-TZVPD def2/J DEFGRID3
* xyz 0 1
H 1.430 -1.671 -0.728
N 1.622 -0.791 -0.258
C 0.682 0.044 -0.221
N -0.683 -0.081 -0.524
C -1.340 -1.307 -0.898
C 0.714 1.192 0.751
O 0.435 2.383 0.190
N 1.058 1.140 1.964
H 1.275 0.213 2.310
H -1.297 0.707 -0.415
H -0.599 -2.102 -1.019
H -2.075 -1.622 -0.150
H -1.848 -1.185 -1.851
H 0.624 3.080 0.850
*
```

The HOMO energy comes out at -9.238 eV. The energy above the lowest of the compared OMol25 structures with the same formula, charge and spin comes out at 139.7 kJ/mol. For the total energy, the calculation gives -357.9967 a.u. Its structure (SMILES) is [H]/N=C(NC)/C(O)=N\[H].

The following is a quantum chemistry calculation of the molecule C3H7N3O at a distorted geometry, from the Open Molecules 2025 dataset.

The geometry in ORCA input format:
```
! RIJCOSX wB97M-V def2-TZVPD def2/J DEFGRID3
* xyz 0 3
C -1.904 0.124 0.207
C -0.731 -0.634 -0.056
C 2.310 0.716 -0.505
N -2.602 0.549 -0.808
N -0.128 -1.512 0.959
N 0.607 -0.324 0.802
O 1.717 -0.630 -0.041
H -2.155 0.216 1.240
H -0.508 -0.894 -1.104
H 1.510 1.388 -0.376
H 2.627 0.517 -1.600
H 3.228 0.943 0.070
H -3.430 1.146 -0.664
H -0.542 -1.604 1.877
*
```

The HOMO energy (alpha / beta) comes out at -5.667 / -9.293 eV. The energy above the lowest of the compared OMol25 structures with the same formula, charge and spin comes out at 371.1 kJ/mol. Its expectation value of S² is 2.008. For the total energy, the calculation gives -357.6973 a.u.

The following is a quantum chemistry calculation of the ion C3H7N3O with charge +2 at a distorted geometry, from the Open Molecules 2025 dataset.

The geometry in ORCA input format:
```
! RIJCOSX wB97M-V def2-TZVPD def2/J DEFGRID3
* xyz 2 1
C -0.534 0.693 -2.804
C -0.243 0.388 -1.498
N 0.005 0.158 -0.388
C -0.055 -0.022 0.862
N -0.621 0.690 1.773
N 0.806 -1.254 1.270
O 0.955 -1.681 2.532
H 0.257 1.447 -3.260
H -1.492 1.202 -2.863
H -0.515 -0.261 -3.346
H -1.297 1.452 1.532
H -0.538 0.209 2.634
H 1.484 -1.508 0.504
H 1.786 -1.512 3.052
*
```

The HOMO energy (alpha / beta) comes out at -18.987 / -18.987 eV. The energy above the lowest of the compared OMol25 structures with the same formula, charge and spin comes out at 456.8 kJ/mol. For the total energy, the calculation gives -357.1825 a.u. Its structure (SMILES) is CC#[N+]C(=[NH2+])NO.

The following is a quantum chemistry calculation of the molecule C3H7N3O2 at a distorted geometry, from the Open Molecules 2025 dataset.

The geometry in ORCA input format:
```
! RIJCOSX wB97M-V def2-TZVPD def2/J DEFGRID3
* xyz 0 1
H -1.964 0.762 1.476
N -2.172 -0.292 1.049
C -1.704 -0.027 -0.186
N -1.802 -0.944 -1.129
O -0.858 0.910 -0.639
C 0.358 1.240 -0.093
C 1.305 -0.072 -0.421
N 2.191 -0.382 0.814
O 1.119 -1.067 -1.039
H -2.445 -1.743 -0.939
H -1.015 -1.179 -1.493
H 0.441 1.410 0.983
H 0.973 2.072 -0.620
H 3.051 -1.127 0.947
H 2.520 0.438 1.290
*
```

The HOMO energy comes out at -9.251 eV. The energy above the lowest of the compared OMol25 structures with the same formula, charge and spin comes out at 436.3 kJ/mol. For the total energy, the calculation gives -433.1566 a.u. Its structure (SMILES) is [H]/N=C(/N)OCC(N)=O.

The following is a quantum chemistry calculation of the molecule C3H7N3O2 at a distorted geometry, from the Open Molecules 2025 dataset.

The geometry in ORCA input format:
```
! RIJCOSX wB97M-V def2-TZVPD def2/J DEFGRID3
* xyz 0 1
C -0.916 1.112 0.081
N -1.306 -0.254 -0.051
O -2.702 -0.329 0.193
C -0.603 -1.473 0.061
N 0.734 -1.557 -0.022
C 1.544 -0.527 0.344
N 2.427 0.167 -0.652
O 1.374 -0.074 1.444
H -1.118 1.461 1.299
H -1.457 1.828 -0.814
H 0.387 1.230 0.115
H -3.172 -0.025 -0.656
H -1.231 -2.420 0.192
H 2.883 1.026 -0.096
H 3.156 -0.166 -1.439
*
```

The HOMO energy comes out at -8.940 eV. The energy above the lowest of the compared OMol25 structures with the same formula, charge and spin comes out at 600.2 kJ/mol. For the total energy, the calculation gives -433.0942 a.u. Its structure (SMILES) is CN(O)/C=N\C(N)=O.

The following is a quantum chemistry calculation of the molecule C3H7N3O2 at a distorted geometry, from the Open Molecules 2025 dataset.

The geometry in ORCA input format:
```
! RIJCOSX wB97M-V def2-TZVPD def2/J DEFGRID3
* xyz 0 1
C 1.580 1.082 -0.009
C 0.866 0.001 -0.794
N -0.067 0.461 -1.844
O -0.352 1.630 -1.878
N -0.018 -0.854 -0.009
C -0.976 -0.354 0.867
N -2.059 -1.188 0.994
O -0.881 0.684 1.476
H 2.208 0.616 0.771
H 0.864 1.760 0.425
H 2.241 1.619 -0.680
H 1.578 -0.661 -1.307
H -0.338 -1.644 -0.550
H -1.998 -2.151 0.742
H -2.647 -0.998 1.795
*
```

The HOMO energy comes out at -9.041 eV. The energy above the lowest of the compared OMol25 structures with the same formula, charge and spin comes out at 301.3 kJ/mol. For the total energy, the calculation gives -433.2080 a.u. Its structure (SMILES) is C[C@H](N=O)NC(N)=O.

The following is a quantum chemistry calculation of a structure of composition C3H7N3O2 at a distorted geometry, from the Open Molecules 2025 dataset.

The geometry in ORCA input format:
```
! RIJCOSX wB97M-V def2-TZVPD def2/J DEFGRID3
* xyz 0 1
C 1.129 0.831 -1.642
C 0.809 0.088 0.706
C -0.723 -0.247 0.616
H 0.091 1.041 -1.849
H 1.604 0.029 -2.159
H 1.721 1.762 -1.820
H 1.895 -0.373 2.626
H -0.248 -0.153 2.435
H -0.750 -0.417 -1.564
H -2.732 -0.968 0.488
N 1.569 0.310 -0.297
N 0.945 -0.320 2.011
N -1.347 -0.204 -0.663
O -1.334 -0.359 1.652
O -2.628 -1.020 -0.541
*
```

The HOMO energy comes out at -8.754 eV. The energy above the lowest of the compared OMol25 structures with the same formula, charge and spin comes out at 606.6 kJ/mol. For the total energy, the calculation gives -433.0917 a.u.